(1)
Entry from the Open Molecules 2025 dataset: 10 unconnected molecules or ions with the total composition C28H76O12 at a distorted geometry (ωB97M-V/def2-TZVPD).

Geometry as XYZ:
```
116
Properties=species:S:1:pos:R:3:forces:R:3
C -3.9697 -2.0015 0.3680 -0.37 0.62 -0.27
C -4.7130 -0.8743 1.1387 0.17 -1.51 0.40
C -5.2756 -1.3554 2.4938 -0.34 -0.19 -0.60
O -3.8102 0.1856 1.3628 0.38 0.66 -0.32
H -3.1443 -2.4828 0.9076 -0.22 0.31 0.20
H -3.5531 -1.6369 -0.6112 -0.58 -0.29 0.83
H -4.7572 -2.7505 0.2049 0.45 -0.02 -0.32
H -5.5759 -0.5818 0.5108 0.40 0.22 0.13
H -5.8830 -2.2554 2.3654 0.15 -0.07 -0.10
H -5.9930 -0.6074 2.8244 0.14 0.21 0.44
H -4.5128 -1.5617 3.2555 -0.16 0.25 -0.35
H -4.1918 0.8606 1.9385 -0.03 -0.18 -0.07
C -1.9621 -1.4389 3.9456 0.32 0.61 0.48
C -2.3499 -1.1811 5.4166 0.09 -0.97 -0.29
C -1.3920 -1.9989 6.2865 0.43 0.84 0.05
O -2.3034 0.2063 5.6971 -0.02 -0.18 0.25
H -2.1965 -2.4347 3.5632 -0.19 0.05 0.15
H -0.8670 -1.3454 3.9388 -0.13 0.09 -0.41
H -2.3968 -0.6587 3.3137 0.10 -0.27 -0.03
H -3.3643 -1.5280 5.6462 -0.06 0.22 -0.26
H -1.6939 -2.0172 7.3349 -0.06 -0.23 -0.09
H -0.4068 -1.5000 6.2496 -0.21 -0.20 0.03
H -1.2499 -2.9933 5.8645 -0.18 -0.11 0.25
H -1.4055 0.4026 6.0007 0.11 0.20 -0.20
C 2.2412 -0.7001 -6.5258 0.25 0.61 -0.25
C 1.4692 -0.7745 -5.2069 -0.02 -0.06 -0.06
C 0.6323 0.4743 -4.9571 0.76 1.04 -0.02
O 0.6409 -1.9218 -5.1141 -0.58 -0.92 -0.24
H 1.5932 -0.5368 -7.3922 -0.39 0.07 0.21
H 2.7969 -1.5999 -6.7857 0.16 -0.06 0.46
H 2.9274 0.1739 -6.5355 -0.26 -0.59 0.19
H 2.1358 -0.9768 -4.3700 0.38 0.51 -0.01
H 1.2506 1.3278 -4.6013 -0.06 -0.48 -0.38
H -0.0883 0.3388 -4.1583 -0.28 -0.35 -0.08
H 0.1541 0.8089 -5.8892 -0.14 -0.17 0.32
H 0.2102 -2.1535 -5.9449 0.10 0.32 -0.07
C -0.0198 -3.5409 -0.6049 0.98 0.50 -0.38
C 0.6413 -3.1596 -1.9504 -1.30 0.61 0.66
C 2.1369 -3.0384 -1.8834 0.65 -0.21 -0.35
O 0.1265 -4.0208 -2.9681 0.49 0.44 -0.18
H 0.5138 -4.3472 -0.0917 -0.26 -0.04 -0.13
H -1.0507 -3.7768 -0.7956 -0.45 -0.42 -0.02
H -0.0211 -2.6593 0.0427 0.18 -0.09 0.14
H 0.2622 -2.1440 -2.1444 -0.01 -0.07 -0.27
H 2.6041 -3.9419 -1.5101 0.07 -0.36 0.06
H 2.4451 -2.2312 -1.2208 -0.13 0.11 0.10
H 2.5815 -2.8288 -2.8653 -0.22 -0.04 0.10
H 0.1699 -3.4837 -3.7808 0.09 -0.37 0.22
C 0.3172 4.7637 -2.1395 -0.44 -1.00 -1.28
C 1.4797 4.6507 -1.2043 0.39 1.10 -0.21
C 2.7497 4.4582 -2.0311 -0.41 -0.02 -0.24
O 1.5998 5.8755 -0.4949 0.18 0.38 0.98
H 0.6083 5.3221 -3.0468 -0.18 0.13 0.43
H -0.6270 5.1472 -1.7472 0.33 0.04 0.28
H 0.1367 3.7519 -2.5106 -0.33 -0.07 -0.12
H 1.3046 3.8950 -0.4383 0.14 -0.14 -0.06
H 3.6705 4.3575 -1.4680 -0.03 -0.19 0.27
H 2.8409 5.3673 -2.6374 0.10 -0.14 -0.03
H 2.6193 3.6266 -2.7227 0.22 -0.16 0.02
H 1.6189 6.6094 -1.1214 0.02 -0.15 0.07
C -1.6700 1.2300 -1.1705 0.30 -0.24 0.00
C -0.8344 0.0805 -0.5797 0.83 1.39 0.11
C 0.6400 0.3559 -0.8329 0.40 0.10 -0.99
O -0.9537 0.0550 0.8351 -1.43 -0.29 0.37
H -2.7296 1.1188 -1.0060 -0.45 -0.26 0.11
H -1.5082 1.3325 -2.2484 0.07 -0.05 0.09
H -1.3802 2.1614 -0.6776 0.13 -0.03 -0.07
H -1.1165 -0.9045 -0.9641 -0.02 0.14 -0.25
H 1.2569 -0.4292 -0.4267 0.21 -0.29 0.32
H 1.0586 1.3239 -0.4799 -0.77 -0.48 0.13
H 0.8166 0.3414 -1.9132 0.04 -0.02 -0.04
H -1.9216 -0.0204 1.0051 0.59 0.12 0.38
C -5.0936 -2.6529 -3.2094 -0.71 -0.14 -0.30
C -4.1703 -1.5449 -3.6169 0.56 -0.38 0.15
C -2.6990 -1.9495 -3.5402 0.03 0.97 0.19
O -4.5343 -1.1547 -4.9334 -0.16 -0.16 -0.43
H -5.1072 -3.4500 -3.9651 0.11 0.11 0.25
H -6.0935 -2.2147 -3.1681 -0.13 -0.31 0.07
H -4.8397 -3.0566 -2.2280 0.04 0.00 -0.15
H -4.3754 -0.7086 -2.9653 0.18 0.45 0.51
H -2.3845 -2.3837 -2.5824 -0.31 0.02 -0.15
H -2.1148 -1.0260 -3.6703 0.20 -0.36 -0.16
H -2.4696 -2.6511 -4.3308 0.11 -0.16 -0.19
H -4.1295 -0.3168 -5.1755 0.12 -0.04 0.19
C 3.1679 -1.5242 2.0744 0.36 0.58 -0.79
C 4.6351 -1.2736 1.7181 0.00 0.85 0.74
C 5.1907 -2.4194 0.9368 0.48 -0.58 -0.67
O 4.8816 -0.0178 1.0516 -0.42 -0.68 0.16
H 2.6115 -1.5817 1.1405 -0.22 -0.17 -0.12
H 2.7355 -0.6993 2.6347 0.03 -0.07 0.32
H 3.0874 -2.4716 2.5935 -0.17 -0.11 0.24
H 5.1949 -1.2998 2.6619 0.03 0.47 0.09
H 4.4571 -2.8965 0.2693 0.20 0.24 0.06
H 5.5063 -3.1556 1.6780 0.00 -0.28 -0.25
H 6.0825 -2.1346 0.3550 -0.36 -0.02 0.22
H 4.4275 0.6869 1.5552 0.00 -0.46 -0.02
O 3.4244 1.8978 2.4796 0.68 -1.62 1.18
C 3.7869 3.0161 1.7878 0.56 0.86 -1.00
C 3.4523 4.2743 2.4937 -1.17 0.69 1.14
O 2.0162 4.6190 2.4173 1.63 -0.24 -0.33
H 2.4745 1.7702 2.5688 -0.66 0.05 -0.35
H 4.8682 3.0195 1.5972 -0.02 -0.33 0.30
H 3.3439 2.9956 0.8109 -0.43 0.21 -0.92
H 4.1234 5.0818 2.1667 -0.49 0.10 0.02
H 3.6360 4.0642 3.5649 -0.04 0.41 -0.41
H 1.8828 4.9859 1.5290 -0.08 0.12 0.19
O 0.7527 1.2385 2.6804 0.45 -0.43 0.32
C -0.0097 2.0977 3.4974 -2.13 0.35 0.09
C 0.5888 2.2844 4.8639 0.87 -1.67 0.13
O 0.6100 0.9890 5.5717 -0.27 1.22 -0.04
H 0.1507 0.6871 2.1383 0.23 0.28 -0.08
H -0.1246 3.0644 3.0118 0.13 0.27 -0.03
H -1.0260 1.6737 3.6171 0.31 0.12 -0.01
H 0.0914 2.9877 5.5439 0.01 -0.17 -0.57
H 1.6191 2.5827 4.6619 0.18 0.28 0.52
H 1.0101 0.3579 4.9722 0.18 -0.15 -0.29
```
Forces are in eV/Å.

Its SMILES is CC(C)O.CC(C)O.CC(C)O.CC(C)O.CC(C)O.CC(C)O.CC(C)O.CC(C)O.OCCO.OCCO. The calculation puts the LUMO energy at 0.012 hartree. The value obtained for the HOMO energy is -9.4 eV. The value obtained for the relative energy (zero: lowest compared OMol25 entry of this formula, charge and spin) is 0.0 kcal per mole.

---

(2)
Entry from the Open Molecules 2025 dataset: a molecular structure, C53H43BrCl2N6O6Ti at a distorted geometry (ωB97M-V/def2-TZVPD).

Geometry as XYZ:
```
112
Properties=species:S:1:pos:R:3:forces:R:3
Ti -0.1507 0.1592 0.3796 -1.14 0.56 -1.16
O 1.0461 2.9566 4.8108 -0.01 0.03 0.05
C -0.2414 3.2927 4.5002 0.04 0.00 0.02
C -0.8787 4.1915 5.3435 -0.07 0.02 -0.02
C -2.1800 4.5804 5.0702 0.00 -0.01 -0.03
C -2.8519 4.0794 3.9609 0.06 -0.02 0.04
C -2.2109 3.1755 3.1272 -0.02 0.01 0.00
C -0.9069 2.7755 3.3884 0.00 -0.01 0.11
C -0.2112 1.7587 2.5301 -0.02 -0.32 -0.36
O -1.0298 1.2030 1.5645 -0.66 1.26 1.63
N 0.9553 2.4095 1.8030 0.00 0.26 -0.18
N 0.8153 2.1595 0.4333 0.08 0.28 0.88
C 0.5344 3.2281 -0.2863 -0.03 0.15 -0.53
C 0.2869 3.2182 -1.6287 0.54 0.25 0.45
Br -1.8316 1.0015 -1.4245 -0.25 0.10 -0.33
C 0.3841 3.6395 -2.8566 -0.15 -0.12 -0.13
C 1.4833 4.4816 -3.3816 -0.13 -0.08 -0.08
C 2.6757 4.6768 -2.6930 0.08 0.04 0.12
C 3.6461 5.5235 -3.2045 -0.02 -0.04 -0.01
C 3.4392 6.1828 -4.4094 -0.04 -0.01 0.02
C 2.2525 5.9899 -5.1030 0.03 0.00 0.02
C 1.2820 5.1434 -4.5913 0.07 -0.06 -0.08
H 1.4175 2.3481 4.1617 -0.02 -0.03 -0.07
H -0.3424 4.5718 6.2018 0.01 0.01 0.02
H -2.6719 5.2827 5.7302 -0.01 0.02 0.01
H -3.8664 4.3876 3.7503 -0.03 0.01 0.00
H -2.7101 2.7560 2.2626 0.03 -0.01 -0.01
H 0.2025 0.9635 3.1698 0.02 0.04 -0.04
H 0.9406 3.4173 1.9754 -0.03 -0.16 -0.06
H 0.3826 4.1758 0.2359 -0.07 -0.02 -0.03
H -0.4069 3.3806 -3.5568 -0.10 0.10 0.03
H 2.8500 4.1553 -1.7584 -0.01 0.01 -0.03
H 4.5718 5.6607 -2.6616 0.02 0.01 0.01
H 4.1984 6.8438 -4.8053 0.02 0.01 -0.01
H 2.0824 6.4977 -6.0430 0.00 0.01 -0.01
H 0.3572 4.9893 -5.1341 -0.02 0.01 0.01
C -3.6481 -2.1594 3.6008 -0.09 0.00 0.03
O -3.4752 -2.7174 2.2720 0.00 0.09 -0.04
C -2.3901 -2.0754 1.7722 0.04 0.14 0.03
N -1.8479 -1.1695 2.4583 0.13 -0.16 -0.06
C -2.6761 -0.9555 3.6367 -0.17 0.04 -0.08
C -1.8893 -0.7881 4.9054 0.00 0.07 0.14
C -0.5580 -1.1692 5.0003 0.04 -0.06 -0.02
C 0.1437 -0.9773 6.1840 -0.04 0.01 -0.01
C -0.4796 -0.4017 7.2814 -0.03 0.00 -0.05
C -1.8108 -0.0151 7.1903 0.04 -0.01 -0.01
C -2.5065 -0.2020 6.0067 0.01 -0.02 0.04
C -1.8924 -2.4861 0.4520 0.73 0.83 -0.21
C -2.3760 -3.6174 -0.1371 0.03 -0.73 -0.80
C -1.8349 -4.0711 -1.3554 -0.51 0.15 0.78
C -0.7976 -3.3663 -1.8936 0.58 0.41 -0.15
C -0.3358 -2.2118 -1.2528 -1.41 -0.53 1.19
N -0.8976 -1.7136 -0.1025 -0.29 -2.06 -0.84
C 0.7218 -1.4214 -1.7861 1.30 1.52 -0.12
N 1.0784 -0.2744 -1.2730 -0.02 -1.48 -1.15
C 2.0022 0.3389 -2.2334 0.17 0.02 -0.10
C 2.3858 -0.8496 -3.1335 0.11 0.12 -0.08
O 1.3530 -1.8228 -2.8897 -0.36 -0.17 0.06
C 3.2253 1.0084 -1.6698 0.15 0.11 0.01
C 4.0579 1.6741 -2.5677 0.00 0.01 0.01
C 5.2361 2.2619 -2.1367 -0.02 -0.01 0.05
C 5.5856 2.2034 -0.7929 -0.05 -0.03 -0.03
C 4.7568 1.5440 0.1033 -0.01 -0.02 -0.05
C 3.5837 0.9386 -0.3318 -0.10 0.00 0.08
H -3.3993 -2.9253 4.3363 0.05 -0.02 -0.03
H -4.6925 -1.8746 3.7019 0.01 -0.03 0.04
H -3.2296 -0.0230 3.4810 0.01 0.00 -0.09
H -0.0657 -1.5957 4.1343 -0.02 0.07 0.07
H 1.1830 -1.2723 6.2440 0.03 0.00 0.00
H 0.0704 -0.2423 8.1989 0.01 -0.01 0.02
H -2.3022 0.4469 8.0363 0.00 0.01 0.01
H -3.5368 0.1279 5.9314 -0.01 0.01 -0.01
H -3.1561 -4.1669 0.3690 -0.02 0.00 -0.03
H -2.2163 -4.9605 -1.8345 -0.01 -0.02 0.01
H -0.3225 -3.6632 -2.8173 0.06 -0.03 0.01
H 1.4324 1.0774 -2.8096 -0.06 -0.08 0.09
H 3.3454 -1.2875 -2.8527 -0.04 -0.01 0.05
H 2.3809 -0.6086 -4.1940 0.01 -0.04 0.02
H 3.7747 1.7478 -3.6125 0.00 0.01 -0.02
H 5.8717 2.7761 -2.8453 0.02 0.01 -0.02
H 6.5014 2.6659 -0.4495 0.02 0.01 0.01
H 5.0246 1.4853 1.1498 0.00 0.00 0.02
H 2.9613 0.4005 0.3734 0.14 0.14 -0.12
Cl 5.8990 -3.3731 1.1325 -0.02 -0.05 -0.04
C 5.5768 -4.1874 -0.3684 0.20 0.13 0.04
C 6.6485 -4.5116 -1.1769 -0.05 -0.01 -0.01
C 6.4305 -5.1779 -2.3734 -0.09 -0.02 0.04
C 5.1357 -5.4854 -2.7492 0.05 0.02 -0.03
C 4.0679 -5.1155 -1.9448 0.04 -0.18 -0.20
Cl 2.4731 -5.4683 -2.5278 0.02 0.50 -0.91
C 4.2480 -4.4775 -0.7161 -0.09 -0.02 0.17
N 3.2165 -4.0781 0.1159 -0.07 -0.14 -0.12
C 2.1199 -4.8415 0.5068 0.24 0.03 0.02
C 2.0049 -6.1727 0.1060 0.01 -0.32 0.27
C 0.9052 -6.9382 0.4451 0.03 0.04 0.08
C -0.0989 -6.3933 1.2313 0.02 0.06 -0.07
C 0.0487 -5.0917 1.6807 -0.07 -0.02 -0.07
C 1.1411 -4.2921 1.3471 -0.19 0.01 0.24
C 1.2167 -2.9782 2.1147 -0.03 -0.20 0.09
C 1.8429 -1.7170 1.5546 -1.05 1.03 0.31
O 3.0144 -1.6284 1.2614 0.45 -0.15 -0.14
O 1.0375 -0.6636 1.5535 2.00 -1.22 0.89
H 7.6462 -4.2524 -0.8534 0.01 0.00 0.01
H 7.2629 -5.4565 -3.0034 0.01 0.01 -0.02
H 4.9299 -5.9942 -3.6801 0.00 0.00 -0.02
H 3.3985 -3.2428 0.6646 0.04 0.12 0.07
H 2.7978 -6.6070 -0.4901 -0.15 -0.11 0.45
H 0.8430 -7.9627 0.1024 0.01 -0.02 0.01
H -0.9692 -6.9722 1.5081 -0.01 -0.02 0.01
H -0.7094 -4.6720 2.3326 -0.01 0.00 0.04
H 0.2025 -2.7267 2.4207 0.08 0.00 -0.03
H 1.7847 -3.1636 3.0355 0.02 -0.04 -0.01
```
Forces are in eV/Å.

As for the multiplicity: 3. The calculation puts the LUMO energy (alpha / beta) at -0.030 / -0.033 hartree. The value obtained for the HOMO energy (alpha / beta) is -6.4 / -7.7 eV. The value obtained for the relative energy (zero: lowest compared OMol25 entry of this formula, charge and spin) is 32.0 kcal per mole.